#one
19
Properties=species:S:1:pos:R:3 method="wB97M-V/def2-TZVPD" homo_energy_ev=-9.02 smiles=CNC.NCN e_lumo_ev=1.04
C 0.530 1.077 -1.599
N 1.644 0.954 -0.598
C 1.998 2.355 -0.313
H 1.009 1.293 -2.590
H -0.013 2.002 -1.385
H -0.073 0.176 -1.594
H 1.146 0.525 0.184
H 1.416 2.847 0.477
H 3.079 2.489 -0.116
H 1.851 3.013 -1.189
N -2.345 -2.652 0.519
C -1.617 -1.405 0.687
N -0.450 -1.280 1.510
H -2.563 -3.047 1.426
H -1.786 -3.312 -0.014
H -2.333 -0.773 1.274
H -1.425 -0.852 -0.234
H 0.414 -1.677 1.138
H -0.482 -1.735 2.420

#two
19
Properties=species:S:1:pos:R:3 method="wB97M-V/def2-TZVPD" homo_energy_ev=-8.34 smiles=CNC.NCN e_lumo_ev=1.04
C -2.180 0.695 -0.745
N -0.990 0.508 -1.588
C -0.153 1.667 -1.606
H -2.936 -0.049 -1.004
H -1.938 0.399 0.272
H -2.549 1.722 -0.730
H -1.235 0.089 -2.470
H -0.638 2.631 -1.771
H 0.653 1.396 -2.343
H 0.575 1.739 -0.790
N 1.719 -0.296 2.212
C 1.151 -1.489 1.567
N 0.478 -1.245 0.292
H 2.540 0.093 1.784
H 0.874 0.251 2.320
H 1.959 -2.207 1.425
H 0.373 -1.878 2.232
H 0.514 -0.513 -0.404
H 0.291 -2.071 -0.258

Most stable to least stable, the ends of the list are #one and #two.

#one
19
Properties=species:S:1:pos:R:3 method="wB97M-V/def2-TZVPD" homo_energy_ev=-8.07 smiles=CNC.NCN e_lumo_ev=1.05
C -1.729 1.765 1.693
N -0.473 1.202 1.099
C 0.672 1.364 1.891
H -2.472 1.744 0.880
H -1.537 2.808 1.965
H -2.001 1.021 2.478
H -0.654 0.599 0.298
H 1.444 1.902 1.368
H 0.491 1.981 2.788
H 1.095 0.496 2.384
N -0.006 -2.519 -1.226
C 0.975 -1.657 -1.881
N 0.637 -0.145 -1.672
H 0.343 -3.436 -1.031
H -0.871 -2.452 -1.750
H 1.129 -1.852 -2.925
H 1.865 -1.736 -1.308
H 0.545 0.405 -0.846
H -0.300 0.003 -2.094

#two
19
Properties=species:S:1:pos:R:3 method="wB97M-V/def2-TZVPD" homo_energy_ev=-8.76 smiles=CCN.NCN e_lumo_ev=0.91
C -2.232 1.125 3.581
C -1.382 0.986 2.386
N -0.536 2.189 2.305
H -2.727 2.083 3.363
H -2.890 0.218 3.680
H -1.503 1.116 4.366
H -0.640 0.085 2.520
H -2.075 0.795 1.492
H -0.370 2.583 1.373
H -0.756 2.830 2.945
N 1.346 -1.207 -4.345
C 1.345 -1.193 -2.915
N 1.957 -2.332 -2.289
H 0.709 -1.886 -4.750
H 2.358 -1.326 -4.579
H 2.084 -0.415 -2.542
H 0.419 -0.919 -2.491
H 2.051 -2.290 -1.263
H 2.841 -2.441 -2.835

Most stable to least stable, the ends of the list are #two and #one.

#one
28
Properties=species:S:1:pos:R:3 method="wB97M-V/def2-TZVPD" homo_energy_ev=-7.95 smiles=Cc1c[nH]c2ccccc12.CCS e_lumo_ev=0.88
C -2.656 -2.555 -1.998
C -2.178 -1.144 -2.042
C -2.585 -0.099 -2.808
N -1.729 0.969 -2.642
C -0.669 0.570 -1.872
C 0.421 1.329 -1.470
C 1.314 0.700 -0.635
C 1.104 -0.614 -0.176
C 0.005 -1.324 -0.573
C -0.913 -0.756 -1.476
H -3.573 -2.750 -2.558
H -2.908 -2.843 -0.979
H -1.900 -3.246 -2.366
H -3.454 0.020 -3.437
H -1.784 1.796 -3.207
H 0.482 2.367 -1.753
H 2.171 1.255 -0.267
H 1.948 -0.954 0.411
H -0.126 -2.347 -0.260
C 0.271 1.450 3.095
C 1.168 0.476 3.826
S 2.837 0.312 3.190
H -0.776 1.331 3.358
H 0.344 1.327 2.015
H 0.492 2.511 3.243
H 1.203 0.707 4.885
H 0.674 -0.495 3.830
H 2.658 0.959 2.035

#two
28
Properties=species:S:1:pos:R:3 method="wB97M-V/def2-TZVPD" homo_energy_ev=-7.70 smiles=Cc1c[nH]c2ccccc12.CSC e_lumo_ev=0.83
C 2.038 -3.705 -2.280
C 1.315 -2.970 -1.085
C 0.646 -3.631 -0.036
N 0.200 -2.698 0.885
C 0.689 -1.461 0.484
C 0.776 -0.244 1.112
C 1.518 0.790 0.612
C 2.171 0.628 -0.617
C 2.224 -0.587 -1.283
C 1.481 -1.616 -0.725
H 1.950 -4.809 -2.235
H 3.103 -3.510 -2.253
H 1.550 -3.285 -3.089
H 0.341 -4.627 -0.149
H -0.151 -2.768 1.801
H 0.380 -0.216 2.090
H 1.725 1.554 1.038
H 2.780 1.378 -1.170
H 2.860 -0.685 -2.121
C -3.397 2.480 1.885
S -2.454 4.002 1.841
C -2.647 4.787 0.262
H -3.190 1.911 2.752
H -4.503 2.477 1.685
H -3.138 1.780 0.971
H -2.310 4.284 -0.644
H -2.376 5.846 0.351
H -3.581 4.894 -0.081

Most stable to least stable, the ends of the list are #one and #two.

#one
78
Properties=species:S:1:pos:R:3 method="wB97M-V/def2-TZVPD" homo_energy_ev=-6.32 e_lumo_ev=-1.06
Ti 0.985 0.058 -1.320
C 2.836 -2.184 -2.690
N 1.394 -1.916 -2.507
C 0.809 -1.919 -3.879
C -0.472 -1.130 -4.101
C -0.261 0.381 -4.190
N -0.108 1.007 -2.876
C -0.914 1.956 -2.570
C -0.991 2.675 -1.314
C -2.042 3.586 -1.145
C -2.186 4.288 0.032
C -1.262 4.096 1.060
C -0.209 3.214 0.919
C -0.077 2.493 -0.265
O 0.935 1.631 -0.406
C 0.803 -3.033 -1.702
C 1.485 -3.306 -0.359
C 1.569 -2.154 0.641
N 2.163 -0.967 0.036
C 3.191 -0.384 0.524
C 3.883 0.724 -0.105
C 4.931 1.332 0.597
C 5.687 2.331 0.025
C 5.413 2.722 -1.286
C 4.395 2.131 -2.007
C 3.604 1.137 -1.428
O 2.620 0.583 -2.134
H 2.968 -3.160 -3.172
H 3.355 -2.187 -1.739
H 3.273 -1.408 -3.311
H 0.661 -2.962 -4.179
H 1.570 -1.504 -4.543
H -1.241 -1.376 -3.369
H -0.871 -1.454 -5.065
H -1.107 0.841 -4.705
H 0.642 0.589 -4.772
H -1.639 2.271 -3.321
H -2.757 3.713 -1.948
H -3.010 4.976 0.159
H -1.373 4.636 1.992
H 0.489 3.025 1.722
H 0.884 -3.945 -2.306
H -0.256 -2.833 -1.561
H 2.477 -3.733 -0.525
H 0.895 -4.086 0.127
H 0.581 -1.883 1.013
H 2.146 -2.453 1.518
H 3.606 -0.754 1.463
H 5.134 1.005 1.610
H 6.484 2.803 0.582
H 6.005 3.501 -1.748
H 4.177 2.431 -3.024
C -1.500 -1.208 5.871
O -0.866 -0.340 4.939
C -0.370 -0.856 3.790
S -0.653 -2.472 3.414
S 0.430 0.299 2.840
H -1.793 -0.569 6.702
H -0.814 -1.984 6.209
H -2.370 -1.694 5.429
C -4.843 0.160 4.391
C -4.178 -0.124 3.073
C -4.305 -1.361 2.452
C -3.679 -1.621 1.243
C -2.932 -0.618 0.650
C -2.783 0.624 1.251
C -3.401 0.860 2.461
S -2.231 -0.897 -0.928
O -2.778 0.053 -1.864
O -2.356 -2.289 -1.267
O -0.727 -0.568 -0.735
H -5.510 -0.650 4.683
H -5.423 1.083 4.345
H -4.095 0.285 5.175
H -4.892 -2.139 2.926
H -3.762 -2.587 0.766
H -2.182 1.393 0.786
H -3.265 1.817 2.949

#two
78
Properties=species:S:1:pos:R:3 method="wB97M-V/def2-TZVPD" homo_energy_ev=-7.86 e_lumo_ev=-0.68
Ti -0.019 -0.121 0.300
C -0.899 4.199 -2.289
N -0.292 3.614 -1.110
C -0.467 4.437 0.077
C -1.684 4.001 0.883
C -1.740 2.490 1.169
N -0.408 1.845 1.295
C 0.344 2.380 2.182
C 1.684 1.965 2.543
C 2.425 2.759 3.425
C 3.693 2.390 3.819
C 4.236 1.200 3.335
C 3.524 0.396 2.467
C 2.242 0.773 2.062
O 1.561 -0.001 1.230
C 1.082 3.196 -1.301
C 1.242 2.129 -2.386
C 2.180 0.994 -1.979
N 1.484 -0.204 -1.462
C 1.893 -1.309 -1.958
C 1.498 -2.656 -1.594
C 2.164 -3.736 -2.184
C 1.850 -5.034 -1.842
C 0.853 -5.265 -0.892
C 0.169 -4.218 -0.308
C 0.484 -2.904 -0.662
O -0.196 -1.900 -0.138
H -0.917 3.481 -3.108
H -0.373 5.110 -2.623
H -1.935 4.462 -2.073
H -0.554 5.504 -0.175
H 0.435 4.357 0.688
H -2.589 4.242 0.320
H -1.736 4.587 1.805
H -2.283 1.983 0.384
H -2.269 2.304 2.107
H -0.032 3.247 2.730
H 1.978 3.673 3.800
H 4.258 3.013 4.499
H 5.230 0.899 3.643
H 3.930 -0.533 2.090
H 1.424 2.786 -0.346
H 1.749 4.052 -1.518
H 1.627 2.582 -3.301
H 0.274 1.705 -2.640
H 2.869 1.329 -1.196
H 2.792 0.689 -2.832
H 2.661 -1.270 -2.735
H 2.941 -3.536 -2.913
H 2.374 -5.863 -2.297
H 0.610 -6.281 -0.608
H -0.616 -4.379 0.418
C 0.825 -0.334 5.168
O 0.213 -0.683 3.923
C -0.969 -0.148 3.621
S -1.596 -0.769 2.115
S -1.712 0.992 4.541
H 0.178 -0.623 5.994
H 1.009 0.738 5.218
H 1.759 -0.887 5.186
C -3.248 -5.580 -1.801
C -3.052 -4.092 -1.879
C -3.655 -3.240 -0.958
C -3.461 -1.869 -1.021
C -2.651 -1.350 -2.018
C -2.037 -2.177 -2.947
C -2.245 -3.543 -2.873
S -2.329 0.379 -2.045
O -1.274 0.546 -0.936
O -3.509 1.077 -1.632
O -1.725 0.704 -3.307
H -3.979 -5.845 -1.037
H -2.307 -6.077 -1.558
H -3.591 -5.982 -2.755
H -4.284 -3.653 -0.180
H -3.929 -1.206 -0.305
H -1.413 -1.743 -3.716
H -1.768 -4.197 -3.595

Most stable to least stable, the ends of the list are #two and #one.